# C2H4ClNO

A single C2H4ClNO molecule at a distorted geometry (wB97M-V/def2-TZVPD, OMol25).

Structure (XYZ):
```
9
Properties=species:S:1:pos:R:3:forces:R:3:nbo_charge:R:1
O -1.90901 0.42989 0.24017 0.0 0.5 -1.7 -0.6848
C -0.95703 -0.48922 -0.09432 3.1 0.9 2.9 0.1313
N 0.57448 -0.16253 0.63047 -2.9 -0.3 -1.4 -0.4543
C 1.43619 0.21392 -0.18304 -0.7 1.2 -1.6 0.0460
Cl 2.98420 0.74848 0.28181 1.2 0.0 0.8 -0.0043
H -1.53267 0.75023 1.02772 0.0 1.3 2.1 0.4808
H -0.82698 -0.66323 -1.09138 0.2 -0.1 -2.7 0.1565
H -1.15163 -1.32946 0.45759 -0.3 -2.6 0.9 0.1537
H 1.38244 0.50193 -1.26902 -0.7 -0.9 0.8 0.1753
```
Forces are in eV/Å.

The value obtained for the HOMO energy is -0.381 Ha. Its structure (SMILES) is OC/N=C/Cl. For the energy above the lowest of the compared OMol25 structures with the same formula, charge and spin, the calculation gives 2.197 eV. As for the charge: 0. As for the LUMO energy: 0.0351 Ha. The HOMO-LUMO gap comes out at 0.41614 hartree. As for the spin multiplicity: 1.

---

# C9H8N3O

An isolated ion of composition C9H8N3O and charge +1 at a distorted geometry (wB97M-V/def2-TZVPD, OMol25).

Structure (XYZ):
```
21
Properties=species:S:1:pos:R:3:forces:R:3:nbo_charge:R:1
O 3.88931 -1.65820 1.27806 2.5 -0.6 1.4 -0.4347
C 2.92298 -1.15343 0.90202 -4.5 -0.7 -3.0 0.6853
C 1.96801 -1.78637 -0.25463 2.6 -1.5 -1.0 -0.3826
N 0.96827 -0.76839 -0.48941 1.6 0.3 2.0 -0.3850
C -0.11406 -0.82258 -1.27080 -0.2 -0.4 0.1 0.1095
C -1.33502 -0.26654 -1.20373 0.0 -0.5 -0.2 -0.3724
C -2.28062 0.34971 -0.33595 -1.7 1.0 0.7 -0.0627
C -2.43102 1.28829 0.65766 -1.5 0.0 -0.3 -0.3447
C -1.48643 2.13547 1.36245 0.3 -1.2 -0.6 0.2153
N -0.23913 2.01359 1.05248 -0.8 -0.6 -0.6 -0.2612
C 0.44130 1.37842 0.18772 -0.2 1.2 2.1 0.2638
C 1.22962 0.19594 0.45762 2.0 -1.5 0.8 0.3674
N 2.24898 0.01261 1.25891 -1.5 2.6 0.1 -0.4390
H 2.70131 -1.91786 -1.16419 -1.8 0.0 1.5 0.2659
H 1.55964 -2.75654 0.13997 0.3 0.9 -0.7 0.2602
H 0.05576 -1.51948 -2.04195 -0.1 -0.6 -1.1 0.2332
H -1.88811 -0.64079 -2.02666 -0.4 -0.2 -0.9 0.2553
H -3.31932 0.00723 -0.64161 1.4 0.4 0.3 0.2529
H -3.53034 1.48860 0.79354 1.5 0.0 0.6 0.2628
H -1.83211 2.76030 2.17257 0.3 0.4 -0.1 0.2606
H 0.47099 1.66002 -0.83408 0.1 0.9 -0.9 0.2503
```
Forces are in eV/Å.

The value obtained for the HOMO energy is -0.479 Ha. Its structure (SMILES) is O=C1C/[N+]2=C/C=C\C=C/N=C/C2=N1. For the energy above the lowest of the compared OMol25 structures with the same formula, charge and spin, the calculation gives 3.205 eV. As for the charge: +1. As for the LUMO energy: -0.2343 Ha. The HOMO-LUMO gap comes out at 0.24468 hartree. As for the spin multiplicity: 1.

---

# C43H96N5O3Zn

C43H96N5O3Zn as an isolated structure at a distorted geometry (wB97M-V/def2-TZVPD, OMol25).

Structure (XYZ):
```
148
Properties=species:S:1:pos:R:3:forces:R:3:lowdin_charge:R:1
Zn -0.31052 4.41065 1.91747 -0.9 -2.1 -3.3 1.2790
C -1.76563 5.03223 -1.73334 -1.4 -1.0 -0.8 0.0639
C -0.99080 6.00577 -0.93828 -1.3 -3.5 1.8 -0.6373
O -0.76758 5.82588 0.26506 1.0 -0.7 2.4 0.0178
O -0.68659 7.04281 -1.48007 1.2 3.7 -2.0 0.4274
H -1.95369 4.14433 -1.12971 0.3 0.1 0.3 0.0976
H -1.43048 4.68481 -2.71061 0.5 0.6 0.1 0.0805
H -2.74774 5.47257 -1.90557 -0.1 0.2 -0.1 0.1343
C -0.47303 1.37817 0.36801 1.0 0.2 -1.5 -0.2473
O -0.23636 2.55053 1.10521 0.1 2.2 1.9 -0.4183
H -1.24275 0.62775 0.54829 -0.7 0.7 0.9 0.0656
H -0.52638 1.65844 -0.68400 -0.8 0.2 -0.4 0.0441
H 0.41085 0.74801 0.26931 0.7 0.0 0.9 0.0514
C -2.88064 -2.27267 -1.13478 1.4 -2.5 0.1 -0.1046
C -3.30342 -1.09264 -1.87808 0.0 1.0 1.2 -0.2822
C -2.79129 -1.08293 -3.28717 -2.3 1.9 -0.6 -0.0638
N -3.20629 0.32180 -3.92384 -2.0 -2.6 0.1 -0.2179
C -4.74885 0.56459 -3.73156 1.5 1.0 0.2 0.0686
C -2.96046 0.21230 -5.45312 1.1 1.7 0.8 -0.0356
C -2.13674 1.49323 -5.69206 0.2 -0.4 -2.2 -0.1526
C -2.25867 2.40258 -4.53068 -0.4 1.1 0.2 -0.1804
C -2.42486 1.46462 -3.36351 0.5 0.2 0.3 -0.1370
H -1.79443 -2.25323 -1.04602 0.2 -0.1 0.5 0.0665
H -3.06568 -3.17487 -1.71779 -0.3 -0.3 0.1 0.1037
H -3.35238 -2.41539 -0.16257 0.1 0.2 -0.1 0.0690
H -2.89985 -0.27360 -1.28276 -0.2 0.7 -0.3 0.1021
H -4.38427 -1.11560 -1.73902 -0.1 0.6 -0.9 0.1309
H -3.41167 -1.80919 -3.81232 0.4 -0.1 -0.5 0.1487
H -1.73060 -1.20254 -3.50791 0.0 -0.1 0.4 0.1388
H -5.35667 -0.32616 -3.89041 0.3 0.1 -0.3 0.1266
H -4.92967 1.38443 -4.42674 -0.5 -0.3 -0.1 0.1138
H -4.90161 0.96883 -2.73088 0.0 -0.3 0.0 0.0996
H -3.86773 0.29339 -6.05177 -0.2 -0.6 0.6 0.1463
H -2.36940 -0.67950 -5.66155 -0.4 0.0 0.0 0.1344
H -2.57238 2.02697 -6.53671 0.5 -0.3 -0.4 0.1401
H -1.10964 1.21465 -5.92777 0.1 0.2 0.0 0.1171
H -3.08430 3.08624 -4.72826 -0.8 -0.4 0.5 0.1344
H -1.48983 3.17434 -4.49369 0.7 -0.6 0.4 0.1000
H -2.84431 1.91648 -2.46463 -0.6 -0.3 -0.2 0.1243
H -1.47611 1.04675 -3.02683 0.3 0.0 -0.2 0.1093
C -3.06460 0.68307 3.51097 -0.6 0.1 -1.0 -0.1191
C -3.11412 -0.83230 3.29072 -2.5 0.9 0.3 -0.2018
C -4.66830 -1.19670 3.60234 2.1 -3.4 -0.1 -0.0276
N -4.84921 -2.76993 3.78463 0.4 -0.6 0.3 -0.2442
C -4.59631 -3.55057 2.46396 -1.3 1.9 0.5 0.0262
C -6.30790 -3.17042 4.23109 0.3 0.0 1.7 -0.0437
C -6.12509 -3.95463 5.57208 1.5 -1.5 -1.0 -0.0943
C -4.64032 -4.42239 5.54698 0.5 -0.2 -0.9 -0.1460
C -3.89118 -3.30548 4.84580 -0.7 0.6 0.7 -0.1396
H -2.13074 1.09173 3.12496 0.2 0.2 0.5 0.0447
H -3.29955 0.88748 4.55553 0.5 0.3 0.0 0.0919
H -3.84555 1.18888 2.94318 -0.1 0.0 -0.1 0.0830
H -2.36299 -1.15628 4.01109 -0.4 -1.1 -0.1 0.0867
H -2.90347 -1.11975 2.26062 0.3 0.0 0.1 0.0841
H -5.35917 -1.13027 2.76187 0.2 1.4 0.1 0.1296
H -4.94261 -0.78383 4.57311 -0.4 0.2 -0.4 0.1367
H -4.93973 -4.58448 2.49842 0.5 0.0 0.5 0.1207
H -3.58169 -3.40902 2.09165 -0.1 -0.1 0.3 0.0840
H -5.33772 -3.03291 1.85531 0.3 -0.2 -0.8 0.0978
H -6.76326 -3.76408 3.43842 0.2 0.0 0.2 0.1280
H -6.97230 -2.32972 4.43084 0.5 0.5 -0.4 0.1343
H -6.68639 -4.88828 5.53540 -0.5 0.4 0.2 0.1305
H -6.25196 -3.47994 6.54506 -0.6 0.6 -0.5 0.1300
H -4.41644 -5.29492 4.93325 -0.7 -0.5 0.2 0.1192
H -4.25627 -4.61801 6.54815 0.0 0.1 -0.1 0.1338
H -2.96323 -3.54806 4.32796 0.0 -0.1 0.3 0.1231
H -3.74050 -2.54433 5.61134 0.2 0.5 -0.4 0.1325
C 3.46650 1.33801 1.71034 -0.5 0.2 0.1 -0.0903
C 3.36806 0.94644 3.20231 0.2 0.2 -1.0 -0.1912
C 2.05740 1.40178 3.93500 1.5 -0.8 0.2 -0.1042
N 1.60036 0.35284 4.94295 -0.1 1.7 0.5 -0.2270
C 0.50582 1.12091 5.76361 -0.8 -1.8 -0.7 0.0498
C 2.66218 -0.01283 5.96091 0.0 -0.7 0.6 -0.0532
C 2.17699 -1.44997 6.39257 0.6 0.4 0.3 -0.0945
C 1.92003 -2.08330 5.05642 0.7 -0.7 -0.7 -0.1725
C 1.26341 -0.99473 4.27806 -1.3 0.8 -0.4 -0.0992
H 2.63795 0.90752 1.14796 -0.9 0.6 0.2 0.0452
H 4.24169 0.85013 1.11945 0.9 0.3 0.8 0.0837
H 3.55029 2.42148 1.62561 -0.1 0.0 -0.5 0.0683
H 4.22735 1.34358 3.74267 0.0 0.0 0.0 0.1259
H 3.53696 -0.12550 3.09976 -0.5 -0.3 1.0 0.0960
H 1.24745 1.71430 3.27591 -0.2 -0.7 -0.2 0.0998
H 2.23439 2.27649 4.56083 0.5 0.0 -0.1 0.1269
H -0.35933 1.13137 5.10065 -0.2 0.1 0.2 0.0820
H 0.73324 2.13799 6.08285 0.8 -0.2 -0.5 0.1147
H 0.27146 0.57785 6.67917 0.0 -0.2 -0.2 0.1125
H 2.71608 0.80541 6.67902 -0.3 -0.4 0.4 0.1461
H 3.64813 -0.00806 5.49619 -0.1 -0.5 -0.2 0.1316
H 1.22843 -1.47002 6.92916 0.0 0.6 0.3 0.1227
H 2.85177 -2.04919 7.00389 0.3 0.5 0.0 0.1436
H 1.30711 -2.98462 5.06299 -0.1 0.1 0.3 0.1351
H 2.82673 -2.37783 4.52797 0.3 0.0 0.3 0.1250
H 0.18597 -1.15777 4.30379 -0.1 0.5 -0.2 0.1215
H 1.62271 -0.95579 3.24972 -0.3 0.2 0.1 0.1083
C 5.36900 -3.97051 -4.58110 -0.1 -0.9 0.2 -0.0638
C 4.57866 -4.53307 -3.45205 -0.6 -0.2 3.5 -0.2723
C 3.33502 -3.73163 -3.06500 -0.3 -0.4 -0.5 -0.1026
N 2.81445 -3.87083 -1.56976 -1.6 2.2 -1.2 -0.2329
C 2.44751 -5.27363 -1.24051 0.8 0.3 -0.7 0.0481
C 1.48846 -3.02841 -1.37402 0.8 -0.1 -0.1 -0.0892
C 1.39581 -2.86634 0.15634 -0.6 1.0 -0.9 -0.1660
C 2.84060 -2.72009 0.60417 0.6 -1.7 1.3 -0.1481
C 3.72849 -3.14896 -0.56248 -0.2 -0.5 -1.4 -0.0603
H 6.26455 -4.57684 -4.44523 0.4 0.3 -1.2 0.1050
H 5.61041 -2.92371 -4.39665 0.0 0.0 -0.3 0.0886
H 4.81871 -4.16960 -5.50069 0.6 0.3 -0.3 0.0988
H 5.21327 -4.52112 -2.56592 0.4 0.4 0.3 0.1084
H 4.36223 -5.60117 -3.43142 -0.2 -0.1 -1.1 0.1241
H 2.57096 -4.02816 -3.78359 -0.8 -0.3 0.6 0.1367
H 3.50484 -2.69524 -3.35681 0.0 0.4 1.0 0.1174
H 1.61421 -5.45969 -1.91807 -0.1 -0.6 0.5 0.1220
H 2.22725 -5.31287 -0.17372 -0.1 -0.4 -0.3 0.1164
H 3.28822 -5.90415 -1.52989 -0.1 -0.2 0.4 0.1159
H 0.58356 -3.43842 -1.82251 0.4 -0.7 0.0 0.1238
H 1.66913 -2.12010 -1.94886 0.2 0.3 0.4 0.1176
H 0.79822 -3.65944 0.60576 0.5 -0.4 0.0 0.1190
H 0.82921 -1.97920 0.43927 -0.1 0.3 -0.3 0.0921
H 3.03105 -3.43282 1.40658 -0.1 -0.2 0.1 0.1209
H 3.11448 -1.78785 1.09815 0.0 0.3 -0.7 0.0979
H 4.52186 -3.87406 -0.38113 0.1 0.4 0.5 0.1469
H 4.10030 -2.29614 -1.13042 0.3 -0.1 0.1 0.1343
C 4.61174 5.08234 -0.23323 0.7 -0.5 0.7 -0.0759
C 3.47127 4.67903 -1.11453 -0.6 1.4 -0.6 -0.2662
C 3.76916 4.52015 -2.59601 -0.9 -0.8 0.2 -0.0889
N 2.47128 4.18505 -3.35027 -1.0 0.5 -0.3 -0.2223
C 1.48769 5.34867 -3.17580 -0.1 -0.1 -0.5 0.0155
C 1.89044 2.79304 -2.86495 1.0 0.7 -0.9 -0.0322
C 1.58080 1.92636 -4.14244 0.0 0.7 1.0 -0.1263
C 1.71423 2.92290 -5.29233 0.0 -0.3 -0.8 -0.1434
C 2.73223 3.98086 -4.85615 0.1 -0.6 0.2 -0.0576
H 5.33458 4.28638 -0.05418 0.0 -0.1 -0.1 0.0891
H 4.13259 5.27508 0.72665 0.4 0.4 0.2 0.0801
H 5.18285 5.94759 -0.56980 -0.3 0.1 0.0 0.1053
H 2.83070 5.56087 -1.10309 -0.4 0.0 0.3 0.0986
H 2.90789 3.88273 -0.62811 0.0 -0.4 -0.4 0.0963
H 4.43997 3.67988 -2.77507 0.2 0.3 -0.3 0.1459
H 4.09880 5.46561 -3.02674 0.4 -0.2 0.0 0.1580
H 0.67320 5.25918 -3.89462 -0.1 -0.4 0.1 0.1069
H 1.92239 6.31619 -3.42687 0.7 -0.2 -0.1 0.1314
H 1.10165 5.48954 -2.16623 0.3 -0.7 -0.1 0.0592
H 1.01719 3.01660 -2.25214 0.1 -0.2 0.0 0.1071
H 2.75088 2.47900 -2.27408 -0.6 -0.7 0.2 0.1135
H 0.63127 1.40123 -4.03882 -0.5 0.6 -0.1 0.0800
H 2.22471 1.06409 -4.31552 0.7 0.4 0.4 0.1186
H 0.79728 3.39379 -5.64668 -0.3 0.1 0.5 0.1107
H 2.02063 2.34393 -6.16354 0.4 0.4 -0.2 0.1362
H 2.67247 4.90586 -5.42964 -0.2 0.1 0.3 0.1521
H 3.76538 3.64138 -4.92998 -0.1 -0.2 0.0 0.1440
```
Forces are in eV/Å.

The value obtained for the HOMO energy (alpha / beta) is -0.824 / -0.824 Ha. As for the charge: +6. As for the LUMO energy (alpha / beta): -0.6225 / -0.6366 Ha. The HOMO-LUMO gap (alpha / beta) comes out at 0.20170 / 0.18761 hartree. As for the spin multiplicity: 2.

---

# C4H13NO3

C4H13NO3 as an isolated structure at a distorted geometry (wB97M-V/def2-TZVPD, OMol25).

Structure (XYZ):
```
21
Properties=species:S:1:pos:R:3:forces:R:3:nbo_charge:R:1
C -0.06342 -0.37439 -1.27191 2.1 -0.3 -0.1 -0.4461
N 0.26135 -0.79798 0.22008 3.2 1.2 -4.0 -0.2385
C -0.65184 -0.30186 1.23104 0.6 -2.4 3.2 -0.4524
C 1.68112 -1.17323 0.28789 -5.0 1.0 -0.1 0.2792
C 2.81336 -0.39903 -0.27872 0.6 0.3 -1.7 -0.2016
O 3.00170 0.84096 0.33470 -0.5 0.9 -0.2 -0.6570
H 0.72379 -0.98390 -1.88201 -2.0 1.1 0.8 0.2186
H -1.11112 -0.60867 -1.56734 0.8 -0.2 0.7 0.2752
H 0.13269 0.70744 -1.47937 -0.3 -0.8 0.6 0.2414
H -1.72594 -0.63978 1.07199 1.6 0.4 0.0 0.2842
H -0.57054 0.79669 1.34672 0.0 -0.5 -0.4 0.2580
H -0.18921 -0.78557 2.21357 -1.5 1.1 -1.6 0.2260
H 1.77037 -2.18666 0.59964 0.6 -0.4 1.4 0.2276
H 2.62347 -0.01221 -1.36998 0.8 -1.8 1.5 0.2637
H 3.74415 -0.98434 -0.02749 -0.9 0.1 -1.2 0.2337
H 2.69318 0.82963 1.22506 -0.1 0.1 1.3 0.4743
H -4.22942 -0.24669 0.23829 1.4 -0.2 -1.2 0.4882
O -3.39138 -0.30062 -0.33015 -0.9 2.1 1.4 -0.7683
H -2.93443 0.77579 -0.15911 -0.4 -1.2 -0.4 0.4283
H -2.88689 2.56055 -0.60866 -2.1 2.4 -2.1 0.4659
O -2.42842 1.94149 -0.12350 1.8 -3.0 2.1 -0.6003
```
Forces are in eV/Å.

The value obtained for the HOMO energy (alpha / beta) is -0.554 / -0.532 Ha. For the energy above the lowest of the compared OMol25 structures with the same formula, charge and spin, the calculation gives 6.481 eV. As for the charge: +1. As for the LUMO energy (alpha / beta): -0.2279 / -0.2640 Ha. The HOMO-LUMO gap (alpha / beta) comes out at 0.32603 / 0.26757 hartree. As for the spin multiplicity: 2.

---

# C3H8N4S

A single C3H8N4S molecule at a distorted geometry (wB97M-V/def2-TZVPD, OMol25).

Structure (XYZ):
```
16
Properties=species:S:1:pos:R:3:forces:R:3:nbo_charge:R:1
N 2.61859 1.38841 -0.08871 0.4 0.7 1.6 -0.6388
N 1.35659 0.81744 -0.11996 -0.3 -1.7 0.2 -0.4621
C 1.19495 -0.57286 -0.10610 0.5 0.4 0.4 0.1075
S 2.51800 -1.57776 0.25294 -1.1 0.7 -0.5 -0.2447
C -0.15963 -1.04793 -0.31465 0.1 -0.6 0.6 -0.4742
C -1.30933 -0.37667 0.01602 -0.1 0.1 0.0 0.4340
N -1.48595 0.96585 0.30770 0.8 1.0 0.7 -0.8312
N -2.50031 -1.07764 0.08303 -0.3 -1.1 -0.9 -0.8018
H 3.03195 1.24081 0.86546 -0.6 0.1 -1.3 0.3617
H 3.19438 0.86225 -0.71230 0.7 -0.4 -0.4 0.3557
H 0.69338 1.33861 -0.65977 -0.1 0.1 -0.3 0.3797
H -0.27868 -2.15009 -0.43606 0.3 1.1 0.0 0.2321
H -0.72231 1.52247 0.75685 -0.8 -1.2 -0.8 0.4140
H -2.38833 1.24208 0.68949 0.4 -0.4 -0.1 0.3877
H -2.44407 -2.04339 -0.33332 -0.3 1.7 0.6 0.3999
H -3.31923 -0.53158 -0.20061 0.4 -0.6 0.1 0.3803
```
Forces are in eV/Å.

The value obtained for the HOMO energy is -0.288 Ha. Its structure (SMILES) is NNC(=S)C=C(N)N. For the energy above the lowest of the compared OMol25 structures with the same formula, charge and spin, the calculation gives 0.706 eV. As for the charge: 0. As for the LUMO energy: 0.0200 Ha. The HOMO-LUMO gap comes out at 0.30839 hartree. As for the spin multiplicity: 1.

---

Please write out number 2 again, unchanged.
# C9H8N3O

An isolated ion of composition C9H8N3O and charge +1 at a distorted geometry (wB97M-V/def2-TZVPD, OMol25).

Structure (XYZ):
```
21
Properties=species:S:1:pos:R:3:forces:R:3:nbo_charge:R:1
O 3.88931 -1.65820 1.27806 2.5 -0.6 1.4 -0.4347
C 2.92298 -1.15343 0.90202 -4.5 -0.7 -3.0 0.6853
C 1.96801 -1.78637 -0.25463 2.6 -1.5 -1.0 -0.3826
N 0.96827 -0.76839 -0.48941 1.6 0.3 2.0 -0.3850
C -0.11406 -0.82258 -1.27080 -0.2 -0.4 0.1 0.1095
C -1.33502 -0.26654 -1.20373 0.0 -0.5 -0.2 -0.3724
C -2.28062 0.34971 -0.33595 -1.7 1.0 0.7 -0.0627
C -2.43102 1.28829 0.65766 -1.5 0.0 -0.3 -0.3447
C -1.48643 2.13547 1.36245 0.3 -1.2 -0.6 0.2153
N -0.23913 2.01359 1.05248 -0.8 -0.6 -0.6 -0.2612
C 0.44130 1.37842 0.18772 -0.2 1.2 2.1 0.2638
C 1.22962 0.19594 0.45762 2.0 -1.5 0.8 0.3674
N 2.24898 0.01261 1.25891 -1.5 2.6 0.1 -0.4390
H 2.70131 -1.91786 -1.16419 -1.8 0.0 1.5 0.2659
H 1.55964 -2.75654 0.13997 0.3 0.9 -0.7 0.2602
H 0.05576 -1.51948 -2.04195 -0.1 -0.6 -1.1 0.2332
H -1.88811 -0.64079 -2.02666 -0.4 -0.2 -0.9 0.2553
H -3.31932 0.00723 -0.64161 1.4 0.4 0.3 0.2529
H -3.53034 1.48860 0.79354 1.5 0.0 0.6 0.2628
H -1.83211 2.76030 2.17257 0.3 0.4 -0.1 0.2606
H 0.47099 1.66002 -0.83408 0.1 0.9 -0.9 0.2503
```
Forces are in eV/Å.

The value obtained for the HOMO energy is -0.479 Ha. Its structure (SMILES) is O=C1C/[N+]2=C/C=C\C=C/N=C/C2=N1. For the energy above the lowest of the compared OMol25 structures with the same formula, charge and spin, the calculation gives 3.205 eV. As for the charge: +1. As for the LUMO energy: -0.2343 Ha. The HOMO-LUMO gap comes out at 0.24468 hartree. As for the spin multiplicity: 1.

---

Which value of charge does entry 2 give?
+1